[1]
Formula: C4H8N2O2
Source: OMol25
Level of theory: wB97M-V/def2-TZVPD

Geometry as XYZ:
```
16
Properties=species:S:1:pos:R:3:forces:R:3:mulliken_charge:R:1
C 1.3930 -0.4065 -1.6191 0.2 0.0 0.0 -1.29
C 0.8914 -0.3324 -0.2222 -1.5 0.9 -0.3 0.66
N 1.4706 -0.8830 0.7339 0.2 -0.7 1.2 -0.73
H 1.5037 0.6008 -2.0117 0.0 0.1 -0.2 0.33
H 0.6719 -0.9375 -2.2407 0.0 0.0 -0.1 0.29
H 2.3467 -0.9261 -1.6377 0.0 0.0 -0.1 0.37
C -1.3343 -0.2929 0.8308 0.5 -0.9 0.7 0.38
N -0.0402 1.8013 0.5433 0.0 0.1 0.0 -0.64
C -0.4409 0.5384 -0.0470 0.7 -0.4 0.1 0.04
O -2.2336 -1.0069 0.1419 -0.4 0.1 -0.3 -0.46
O -1.1344 -0.4564 2.0166 -0.5 0.4 -0.4 -0.59
H 0.9555 -0.8344 1.6400 0.4 0.2 -0.8 0.31
H -2.7177 -1.6015 0.7359 0.2 0.1 0.1 0.35
H -0.8486 2.3872 0.7224 0.1 0.0 0.0 0.27
H 0.4251 1.6396 1.4318 -0.1 0.0 -0.1 0.30
H -0.9082 0.7103 -1.0184 0.1 -0.1 0.1 0.40
```
Positions in Å, forces in eV/Å.

Summary:
HOMO energy   -9.504 eV
Orbital gap   10.076 eV
LUMO energy   0.6 eV


[2]
Formula: C13H39O7
Source: OMol25
Level of theory: wB97M-V/def2-TZVPD

Geometry as XYZ:
```
59
Properties=species:S:1:pos:R:3:forces:R:3:mulliken_charge:R:1
C -0.2086 0.1340 0.3405 -1.0 -1.0 -0.9 0.15
O -1.3859 0.1272 -0.3588 0.4 1.2 0.5 -1.00
H 0.6631 0.5132 -0.2442 0.3 0.3 0.1 0.11
H -0.2052 0.6561 1.3220 0.0 0.3 0.1 -0.01
H 0.0565 -0.9259 0.5790 0.4 -0.1 0.3 -0.26
C 2.3206 -0.8039 3.1245 0.6 0.8 0.8 -0.81
C 3.1250 -1.2186 1.9236 -1.0 -0.3 -0.9 0.06
O 4.4721 -0.8044 2.0963 0.1 -0.1 0.1 -0.55
H 1.2441 -0.9188 3.0286 0.0 -0.4 -0.2 0.31
H 2.4877 0.2605 3.3232 0.0 0.1 -0.3 0.00
H 2.7240 -1.2635 4.0317 -0.3 -0.4 -0.1 0.37
H 2.6688 -0.8063 1.0144 0.2 0.5 0.1 0.08
H 3.0140 -2.2935 1.7270 0.4 -0.2 0.4 0.25
H 4.9698 -1.0446 1.3108 0.0 0.0 0.0 0.30
C -2.1378 3.7678 1.0133 -0.2 0.7 0.3 -0.98
C -1.6778 3.7892 -0.4272 0.7 -2.1 -0.4 -0.14
O -2.2981 2.7120 -1.1156 -0.6 0.9 -0.3 -0.53
H -3.2143 3.9499 1.0996 0.1 0.6 -0.3 0.34
H -1.5604 4.5177 1.5620 -0.3 -0.1 0.4 0.32
H -2.0993 2.7933 1.5042 0.9 -0.1 -0.3 0.22
H -0.6028 3.5677 -0.5544 0.1 0.3 0.7 0.12
H -1.7766 4.7457 -0.9496 -0.7 -0.1 0.1 0.38
H -2.0116 1.8850 -0.6531 0.2 -0.8 -0.4 0.29
C 1.5231 3.8354 1.8747 0.4 0.1 0.0 -0.91
C 1.1206 3.0772 3.1047 -0.2 -0.7 1.4 -0.09
O 0.2100 3.8574 3.9126 0.4 0.3 -0.2 -0.56
H 2.0650 3.2041 1.1697 -0.3 -0.2 0.0 0.28
H 2.2541 4.5794 2.2027 -0.2 0.3 -0.1 0.35
H 0.6954 4.3324 1.3763 -0.1 -0.1 0.0 0.11
H 2.0251 2.8731 3.6997 0.1 0.2 -0.1 0.36
H 0.6534 2.0884 3.0428 0.0 0.1 -1.1 0.16
H 0.1538 3.3860 4.7481 -0.2 0.1 0.0 0.28
C 1.3994 -3.2221 -1.8978 0.3 0.6 -0.9 -0.78
C 0.6479 -2.2876 -2.8782 -0.5 0.8 1.2 0.50
O -0.5936 -2.8516 -3.2696 0.3 -0.1 -0.4 -0.55
H 2.3068 -3.6160 -2.3636 0.1 -0.1 0.3 0.36
H 0.7613 -4.0575 -1.6206 -0.1 0.0 0.1 0.30
H 1.6303 -2.6384 -1.0078 0.2 -0.3 0.1 -0.05
H 1.2083 -1.8409 -3.7095 0.3 -0.9 -0.3 0.19
H 0.4235 -1.3757 -2.3158 -0.6 -0.2 0.1 -0.29
H -0.3815 -3.6829 -3.7080 -0.1 0.0 0.0 0.29
C -0.2672 1.6455 -3.6627 -1.2 0.9 0.3 -0.63
C -0.2670 0.7351 -4.8662 1.1 -0.8 0.7 -0.25
O -1.3166 -0.2210 -4.7454 -0.1 0.4 -0.3 -0.45
H -0.0796 1.1286 -2.7192 0.2 -0.3 -0.2 -0.11
H -1.2664 2.0603 -3.4922 0.0 0.0 -0.1 0.24
H 0.3881 2.5166 -3.7430 0.3 -0.2 -0.2 0.42
H 0.6928 0.1957 -4.7792 0.0 -0.1 -0.5 0.10
H -0.2819 1.2059 -5.8535 -0.1 0.4 0.2 0.45
H -1.6061 -0.4320 -5.6348 -0.1 -0.2 0.0 0.25
C -2.4880 -5.0558 1.6846 0.9 0.8 0.4 -1.11
C -2.2152 -3.5529 1.4365 -0.7 -0.9 0.1 0.00
O -2.8225 -3.1693 0.2186 0.4 0.0 -0.1 -0.43
H -3.5712 -5.1422 1.6145 0.0 -0.7 -0.2 0.36
H -2.1571 -5.3900 2.6732 -0.2 0.3 0.2 0.32
H -1.8812 -5.6517 1.0038 -0.6 -0.1 -0.5 0.25
H -1.1526 -3.3432 1.3487 0.0 0.2 0.0 0.16
H -2.6639 -3.0057 2.2719 0.3 0.3 0.0 0.22
H -3.7146 -3.5241 0.1860 0.0 0.1 0.1 0.24
```
Positions in Å, forces in eV/Å.

Summary:
HOMO energy   -2.837 eV
Orbital gap   5.643 eV
LUMO energy   2.8 eV
Total charge   -1